[1]
DFT (ωB97M-V with the def2-TZVPD basis set) results for 5 unconnected molecules or ions with the total composition C22H52NO4 at a distorted geometry.

Output
net charge = +1

Positions of all 79 atoms, in Å:
C  2.56  -1.45  -1.50
C  2.08  -0.36  -2.46
C  0.56  -0.33  -2.73
C  -0.16  0.73  -1.83
C  -0.93  -0.08  -0.88
N  -0.99  -1.31  -1.19
C  -0.22  -1.60  -2.40
H  1.88  -1.62  -0.66
H  3.51  -1.14  -1.08
H  2.73  -2.37  -2.04
H  2.36  0.60  -2.02
H  2.61  -0.43  -3.40
H  0.43  -0.20  -3.80
H  0.47  1.44  -1.32
H  -0.89  1.26  -2.46
H  -1.42  0.32  0.00
H  -1.52  -1.99  -0.65
H  -0.86  -1.95  -3.21
H  0.38  -2.49  -2.19
C  -1.87  4.72  1.96
C  -1.99  3.21  1.86
O  -0.91  2.59  1.17
C  0.38  2.78  1.74
C  0.52  2.26  3.16
H  -1.80  5.17  0.96
H  -2.75  5.14  2.46
H  -0.99  5.03  2.52
H  -2.89  2.96  1.29
H  -2.11  2.77  2.85
H  0.66  3.84  1.68
H  1.07  2.24  1.09
H  -0.15  2.78  3.85
H  1.54  2.40  3.51
H  0.27  1.20  3.20
C  -1.71  -2.19  -6.02
C  -2.63  -1.05  -5.63
O  -2.45  0.13  -6.39
C  -2.67  0.02  -7.79
C  -4.07  -0.42  -8.16
H  -0.66  -1.88  -5.95
H  -1.87  -3.05  -5.37
H  -1.88  -2.51  -7.05
H  -2.43  -0.76  -4.59
H  -3.68  -1.37  -5.66
H  -1.92  -0.64  -8.24
H  -2.48  1.01  -8.19
H  -4.30  -1.42  -7.79
H  -4.18  -0.44  -9.25
H  -4.81  0.26  -7.75
C  -5.89  0.05  6.38
C  -4.52  0.64  6.67
O  -3.45  -0.28  6.48
C  -3.30  -0.81  5.18
C  -3.05  0.24  4.11
H  -6.06  -0.83  7.00
H  -6.66  0.79  6.60
H  -6.00  -0.25  5.34
H  -4.46  0.93  7.72
H  -4.35  1.55  6.08
H  -4.16  -1.43  4.92
H  -2.44  -1.47  5.24
H  -3.89  0.93  4.01
H  -2.89  -0.24  3.14
H  -2.16  0.83  4.35
C  8.48  -1.39  2.53
C  6.99  -1.25  2.82
O  6.29  -0.45  1.88
C  6.31  -0.90  0.54
C  5.71  -2.28  0.34
H  8.95  -0.40  2.49
H  8.96  -1.97  3.32
H  8.67  -1.89  1.58
H  6.85  -0.75  3.78
H  6.52  -2.24  2.91
H  7.33  -0.86  0.14
H  5.73  -0.17  -0.02
H  6.26  -3.06  0.87
H  5.72  -2.54  -0.72
H  4.68  -2.30  0.70

[2]
DFT (ωB97M-V with the def2-TZVPD basis set) results for a molecular structure, C22H53AlNO11P2 at a distorted geometry.

Output
net charge = -1

Positions of all 90 atoms, in Å:
C  7.72  -3.40  3.90
O  7.37  -2.27  3.16
C  6.22  -1.60  3.68
C  6.35  -0.09  3.64
C  5.94  0.55  2.32
C  4.43  0.56  2.07
C  3.63  1.41  3.09
C  2.70  0.51  3.98
Al  0.74  0.84  3.69
O  -0.13  0.13  5.12
C  -0.78  -1.07  4.82
C  -0.57  -1.36  3.31
C  -1.72  -2.15  2.68
N  -1.42  -2.36  1.25
O  -0.12  -0.29  2.55
H  8.41  -3.16  4.72
H  6.84  -3.89  4.33
H  8.22  -4.14  3.27
H  6.11  -1.89  4.73
H  5.30  -1.93  3.18
H  5.79  0.31  4.49
H  7.40  0.15  3.83
H  6.30  1.58  2.27
H  6.41  0.04  1.47
H  4.28  1.03  1.09
H  4.01  -0.44  1.98
H  2.98  2.10  2.55
H  4.28  2.04  3.71
H  2.94  0.72  5.03
H  2.93  -0.55  3.83
H  0.37  2.40  3.60
H  -1.83  -0.92  5.14
H  -0.42  -1.94  5.38
H  0.26  -2.10  3.32
H  -2.67  -1.62  2.81
H  -1.73  -3.12  3.17
H  -1.71  -1.55  0.73
H  -1.93  -3.16  0.90
O  2.92  4.46  -0.42
P  1.67  4.79  -1.14
O  1.11  3.40  -1.75
C  0.96  2.27  -0.87
C  -0.27  2.38  0.00
O  2.27  5.50  -2.50
C  3.56  6.13  -2.49
C  4.58  5.24  -3.17
O  0.32  5.66  -1.20
C  -0.47  5.72  -2.40
C  -1.74  4.91  -2.26
H  1.86  2.15  -0.25
H  0.89  1.39  -1.51
H  -0.27  3.30  0.58
H  -0.32  1.54  0.70
H  -1.18  2.37  -0.60
H  3.86  6.37  -1.47
H  3.46  7.07  -3.03
H  4.58  4.24  -2.74
H  5.59  5.66  -3.06
H  4.36  5.15  -4.23
H  0.09  5.40  -3.27
H  -0.72  6.77  -2.54
H  -1.53  3.85  -2.37
H  -2.45  5.19  -3.04
H  -2.20  5.06  -1.29
O  -4.23  -2.98  -1.27
P  -5.35  -3.34  -2.16
O  -4.71  -3.47  -3.66
C  -3.55  -4.28  -3.84
C  -3.88  -5.76  -3.86
O  -6.13  -1.91  -2.30
C  -6.02  -0.92  -1.28
C  -5.07  0.19  -1.70
O  -6.69  -4.20  -2.39
C  -7.55  -3.94  -3.51
C  -7.44  -5.03  -4.56
H  -2.81  -4.07  -3.07
H  -3.11  -3.98  -4.80
H  -4.41  -6.06  -2.96
H  -2.97  -6.35  -3.94
H  -4.52  -6.01  -4.71
H  -5.71  -1.36  -0.33
H  -7.02  -0.51  -1.12
H  -4.11  -0.22  -2.02
H  -4.90  0.89  -0.88
H  -5.49  0.74  -2.54
H  -7.36  -2.96  -3.95
H  -8.57  -3.92  -3.11
H  -6.53  -4.91  -5.14
H  -8.28  -4.98  -5.25
H  -7.41  -6.01  -4.10

[3]
DFT (ωB97M-V with the def2-TZVPD basis set) results for a molecular structure, C22H53BeCl3F3N2O13PS at a distorted geometry.

Positions of all 99 atoms, in Å:
C  2.22  -0.72  -2.26
O  1.47  0.17  -3.06
C  1.29  1.45  -2.44
C  -0.22  1.88  -2.38
C  -1.22  0.72  -2.68
C  -1.36  -0.09  -1.36
C  -2.22  -1.38  -1.46
P  -1.22  -2.89  -2.12
H  2.60  -1.51  -2.94
H  1.61  -1.14  -1.44
H  3.09  -0.19  -1.80
H  1.76  1.48  -1.44
H  1.85  2.19  -3.05
H  -0.41  2.16  -1.31
H  -0.43  2.80  -2.95
H  -2.18  1.21  -2.95
H  -0.93  0.10  -3.54
H  -1.91  0.61  -0.64
H  -0.35  -0.26  -0.91
H  -2.57  -1.65  -0.41
H  -3.12  -1.24  -2.09
H  -0.83  -3.16  -0.71
H  -0.05  -2.04  -2.30
H  -1.68  -2.65  -3.48
H  -2.44  -3.70  -1.88
H  -0.47  -4.08  -2.50
O  -1.80  -2.82  1.75
H  -1.30  -1.97  1.81
H  -2.66  -2.63  2.17
Be  -1.62  -0.62  0.64
C  -1.27  -5.83  1.69
C  -1.15  -6.07  3.17
O  -0.91  -7.46  3.46
C  0.35  -7.87  3.37
O  1.27  -7.18  3.07
C  0.45  -9.34  3.74
F  -0.51  -10.08  3.19
F  0.36  -9.51  5.07
F  1.61  -9.88  3.37
H  -2.04  -6.48  1.25
H  -1.53  -4.79  1.48
H  -0.33  -6.06  1.17
H  -2.09  -5.82  3.67
H  -0.37  -5.45  3.62
C  1.08  4.18  0.12
O  1.44  5.31  -0.27
O  1.87  3.29  0.60
O  -0.12  3.75  0.10
C  1.56  -8.49  8.37
Cl  1.99  -6.88  7.77
Cl  3.01  -9.41  8.78
Cl  0.48  -8.37  9.77
H  1.04  -9.01  7.58
O  -1.07  4.74  -3.42
H  -1.30  4.32  -4.25
H  -0.81  5.63  -3.68
C  2.48  4.54  5.78
C  2.68  4.38  4.31
O  1.87  4.46  3.45
N  4.01  4.03  3.77
C  4.67  5.18  3.07
H  1.43  4.75  5.97
H  2.76  3.62  6.29
H  3.08  5.37  6.15
H  4.61  3.63  4.50
H  3.79  3.34  3.04
H  5.62  4.82  2.67
H  4.85  5.97  3.79
H  4.03  5.51  2.26
O  0.00  1.87  2.76
H  0.49  2.70  2.82
H  -0.84  2.06  3.17
C  0.54  -4.88  -6.35
C  0.57  -3.48  -5.80
O  0.17  -3.21  -4.68
N  1.06  -2.49  -6.60
C  1.58  -2.60  -7.95
H  0.12  -5.55  -5.59
H  -0.09  -4.93  -7.24
H  1.55  -5.22  -6.59
H  1.05  -1.58  -6.16
H  2.61  -2.25  -7.96
H  0.99  -1.96  -8.61
H  1.54  -3.62  -8.31
C  -2.22  7.03  0.54
C  -3.62  7.65  0.60
C  -3.95  8.15  -0.81
S  -3.03  7.12  -1.94
O  -2.05  7.94  -2.61
O  -3.95  6.28  -2.67
C  -2.20  6.14  -0.70
H  -1.99  6.46  1.44
H  -1.47  7.82  0.45
H  -4.34  6.88  0.90
H  -3.68  8.45  1.33
H  -5.01  8.07  -1.03
H  -3.62  9.18  -0.95
H  -1.20  5.89  -1.03
H  -2.78  5.24  -0.54

[4]
DFT (ωB97M-V with the def2-TZVPD basis set) results for a molecular structure, C22H53ClF2GaNO11P at a distorted geometry.

Output
net charge = -1

Positions of all 92 atoms, in Å:
C  -3.56  -1.45  -0.93
O  -2.85  -0.29  -1.33
C  -1.90  0.13  -0.34
C  -2.43  1.38  0.34
C  -1.49  2.04  1.37
C  0.02  1.89  1.09
C  0.69  0.81  1.93
C  0.95  1.26  3.37
C  1.90  0.35  4.18
C  1.69  -1.17  4.00
Ga  3.38  -2.20  4.29
Cl  5.06  -0.92  5.05
C  4.01  -3.03  2.54
P  4.35  -1.89  1.22
O  5.45  -2.27  0.30
O  2.97  -1.74  0.40
O  4.67  -0.44  1.83
N  3.20  -3.72  5.58
C  2.13  -3.68  6.41
O  1.44  -4.57  6.82
F  1.93  -2.42  6.85
C  3.40  -4.97  5.00
O  2.71  -5.58  4.25
F  4.62  -5.44  5.32
H  -2.88  -2.31  -0.87
H  -4.29  -1.65  -1.71
H  -4.09  -1.28  0.00
H  -0.97  0.30  -0.88
H  -1.73  -0.67  0.38
H  -2.72  2.09  -0.43
H  -3.36  1.09  0.84
H  -1.70  1.66  2.37
H  -1.72  3.10  1.38
H  0.49  2.85  1.35
H  0.23  1.76  0.02
H  0.02  -0.06  1.97
H  1.61  0.44  1.46
H  0.01  1.41  3.91
H  1.42  2.25  3.32
H  2.92  0.67  3.99
H  1.72  0.56  5.24
H  0.90  -1.49  4.68
H  1.37  -1.43  2.99
H  4.95  -3.58  2.67
H  3.26  -3.73  2.19
H  3.19  -2.04  -0.50
H  3.97  -0.15  2.44
C  -6.96  3.44  0.72
C  -5.78  3.80  1.60
O  -4.54  3.41  1.01
H  -6.98  2.36  0.53
H  -7.91  3.72  1.20
H  -6.90  3.94  -0.24
H  -5.84  3.29  2.56
H  -5.77  4.88  1.80
H  -4.46  3.87  0.17
C  -6.43  0.52  -4.92
C  -5.85  -0.82  -4.50
O  -6.54  -1.34  -3.37
H  -6.36  1.23  -4.10
H  -5.89  0.93  -5.78
H  -7.48  0.42  -5.19
H  -4.81  -0.71  -4.21
H  -5.91  -1.54  -5.32
H  -7.47  -1.45  -3.61
C  0.34  -0.59  -4.89
C  0.43  0.71  -4.10
O  -0.86  1.23  -3.79
H  -0.22  -0.44  -5.81
H  1.34  -0.96  -5.14
H  -0.17  -1.35  -4.31
H  0.93  1.48  -4.69
H  1.01  0.56  -3.18
H  -1.31  0.57  -3.25
C  -2.00  2.75  -6.93
C  -0.84  2.19  -7.73
O  -1.05  0.83  -8.11
H  -2.17  2.15  -6.04
H  -1.81  3.78  -6.63
H  -2.92  2.73  -7.52
H  0.07  2.19  -7.13
H  -0.66  2.80  -8.62
H  -1.84  0.80  -8.65
C  9.08  -0.80  4.05
C  8.90  -1.98  3.11
O  7.65  -2.61  3.30
H  9.00  -1.13  5.09
H  10.06  -0.33  3.91
H  8.31  -0.05  3.88
H  9.66  -2.74  3.29
H  8.99  -1.65  2.07
H  6.96  -1.96  3.13

[5]
DFT (ωB97M-V with the def2-TZVPD basis set) results for 3 unconnected molecules or ions with the total composition C22H54N4O7P at a distorted geometry.

Output
net charge = +1

Positions of all 88 atoms, in Å:
N  4.74  -1.43  -0.65
C  4.89  0.04  -0.77
C  3.56  0.79  -0.48
C  2.83  1.25  -1.74
C  1.31  0.97  -1.77
C  0.89  -0.17  -2.73
C  0.61  -1.56  -2.17
C  -0.80  -1.94  -1.74
C  -0.89  -1.29  -0.35
C  -1.97  -1.81  0.59
P  -2.18  -0.60  1.92
O  -1.11  -0.72  2.89
O  -3.63  -0.76  2.54
O  -2.16  0.88  1.27
C  0.49  -1.66  0.24
N  1.38  -1.96  -0.94
H  5.43  -1.84  -0.04
H  4.81  -1.85  -1.57
H  5.63  0.38  -0.06
H  5.19  0.26  -1.78
H  3.79  1.60  0.19
H  2.95  0.10  0.09
H  3.29  0.84  -2.62
H  2.94  2.32  -1.82
H  0.91  0.85  -0.77
H  0.86  1.87  -2.15
H  1.72  -0.27  -3.42
H  0.05  0.13  -3.34
H  0.86  -2.26  -2.97
H  -1.59  -1.72  -2.44
H  -0.78  -3.02  -1.61
H  -0.94  -0.24  -0.56
H  -1.64  -2.70  1.10
H  -2.92  -2.01  0.11
H  -3.99  0.13  2.70
H  -2.77  0.91  0.51
H  0.81  -0.81  0.82
H  0.50  -2.52  0.88
H  1.67  -2.93  -0.95
H  2.27  -1.46  -0.93
C  -1.20  7.49  -4.43
O  -0.46  7.11  -5.58
C  0.82  7.72  -5.70
C  1.93  6.72  -5.45
N  1.99  6.31  -4.05
C  2.84  5.16  -3.79
C  2.55  3.84  -4.49
O  1.36  3.19  -4.06
C  0.16  3.68  -4.64
H  -2.22  7.15  -4.58
H  -0.81  7.01  -3.52
H  -1.20  8.57  -4.30
H  0.90  8.58  -5.03
H  0.91  8.08  -6.72
H  2.89  7.18  -5.72
H  1.76  5.88  -6.13
H  1.05  6.10  -3.74
H  2.80  4.97  -2.71
H  3.88  5.44  -4.02
H  3.36  3.15  -4.23
H  2.55  3.93  -5.58
H  0.31  4.00  -5.67
H  -0.26  4.50  -4.06
H  -0.57  2.86  -4.63
C  -2.23  -6.35  8.06
O  -2.96  -5.15  7.88
C  -2.16  -3.98  7.74
C  -2.18  -3.45  6.32
N  -1.46  -4.33  5.40
C  -1.67  -4.04  3.99
C  -3.08  -4.10  3.42
O  -3.63  -5.40  3.32
C  -4.19  -5.91  4.52
H  -2.94  -7.11  8.38
H  -1.76  -6.69  7.13
H  -1.46  -6.24  8.83
H  -1.14  -4.16  8.08
H  -2.60  -3.22  8.39
H  -1.71  -2.47  6.30
H  -3.23  -3.33  6.03
H  -1.74  -5.29  5.58
H  -1.07  -4.76  3.42
H  -1.25  -3.05  3.79
H  -3.02  -3.75  2.38
H  -3.78  -3.42  3.93
H  -4.66  -5.12  5.12
H  -3.44  -6.43  5.12
H  -4.95  -6.63  4.24

Record-wise total energy values, in Eh: -1224.82606; -2677.78127; -4391.58455; -4678.75555; -1957.46004